No. 1
Formula: C6H6O
Source: OMol25
Level of theory: ωB97M-V/def2-TZVPD

Results
HOMO (alpha / beta) ... -8.1 / -8.1 eV
Orbital gap (alpha / beta) ... 7.653 / 7.652 eV
Net charge ... 0
Relative energy (zero: lowest compared OMol25 entry of this formula, charge and spin) ... 681.22 kJ/mol
F_max ... 1.20 eV Å⁻¹
Molar mass ... 94.11 g/mol

Each line ends with the Löwdin charge.
Cartesian coordinates (Å):
C (-2.174, -1.195, -0.210)  0.16
C (-1.047, -0.746, -0.118)  -0.10
C (-0.141, 1.010, -0.512)  0.02
C (0.981, 0.121, -1.018)  -0.16
C (0.596, -0.743, 0.145)  -0.32
O (0.902, -0.022, 1.305)  -0.08
C (0.258, 1.211, 0.928)  -0.22
H (-3.148, -1.647, -0.267)  0.04
H (1.967, 0.577, -0.930)  0.13
H (0.818, -0.309, -2.011)  0.12
H (0.877, -1.783, 0.226)  0.15
H (-0.558, 1.444, 1.624)  0.13
H (0.963, 2.051, 0.919)  0.13

Cartesian forces, eV/Å:
0.81 -0.02 0.14
0.37 -0.48 0.54
-0.38 1.04 -0.42
-0.10 0.02 0.09
-0.87 -0.80 -0.20
-0.47 -0.19 -0.20
0.01 0.37 -0.12
0.29 0.33 -0.04
0.06 -0.15 0.11
-0.07 0.15 0.26
0.13 -0.18 -0.01
0.19 -0.20 -0.22
0.04 0.11 0.09

No. 2
Formula: C3H11NO2
Source: OMol25
Level of theory: ωB97M-V/def2-TZVPD

Results
HOMO ... -9.2 eV
Orbital gap ... 9.984 eV
Net charge ... 0
Relative energy (zero: lowest compared OMol25 entry of this formula, charge and spin) ... 318.57 kJ/mol
F_max ... 3.83 eV Å⁻¹
Structure (SMILES) ... CN(C)O.CO
Molar mass ... 93.13 g/mol

Each line ends with the Löwdin charge.
Cartesian coordinates (Å):
C (-0.478, -1.051, 0.626)  0.01
C (1.866, -0.057, 0.736)  -0.09
N (0.879, -0.635, -0.176)  -0.30
O (1.433, -1.878, -0.654)  -0.06
H (1.825, -1.648, -1.516)  0.11
H (2.826, 0.092, 0.227)  0.09
H (1.501, 0.927, 1.043)  0.09
H (-0.929, -0.217, 1.162)  0.07
H (-1.180, -1.451, -0.106)  0.08
H (-0.142, -1.850, 1.291)  0.08
H (2.025, -0.687, 1.616)  0.09
C (-1.994, 1.554, -0.686)  -0.23
O (-0.599, 1.532, -0.779)  -0.25
H (0.114, 0.623, -0.850)  0.14
H (-2.364, 2.580, -0.796)  0.07
H (-2.323, 1.239, 0.316)  0.06
H (-2.461, 0.928, -1.456)  0.07

Cartesian forces, eV/Å:
2.59 -0.26 -1.21
-0.11 0.20 0.23
-2.03 -0.33 1.10
-0.26 0.47 -0.15
-0.33 -0.05 0.38
-0.31 -0.15 -0.05
-0.05 -0.13 0.01
0.50 0.08 -0.19
0.22 0.13 -0.03
-0.25 0.10 0.10
0.02 -0.02 -0.03
0.33 -0.75 0.13
2.97 -1.21 -0.40
-3.16 2.15 0.29
0.29 -0.07 -0.19
-0.22 -0.19 -0.13
-0.21 0.03 0.15

No. 3
Formula: C5H5Br6Cl9
Source: OMol25
Level of theory: ωB97M-V/def2-TZVPD

Results
HOMO ... -10.3 eV
Orbital gap ... 9.631 eV
Net charge ... 0
Relative energy (zero: lowest compared OMol25 entry of this formula, charge and spin) ... 87.70 kJ/mol
F_max ... 2.00 eV Å⁻¹
Molar mass ... 863.60 g/mol

Each line ends with the Löwdin charge.
Cartesian coordinates (Å):
C (3.691, 1.976, 0.955)  -1.48
Br (2.809, 2.539, -0.824)  0.45
Br (4.568, 3.618, 1.787)  0.49
Br (4.990, 0.621, 0.561)  0.57
H (2.873, 1.638, 1.592)  -0.09
C (-1.764, -1.964, -3.198)  -1.47
Br (-0.600, -3.200, -4.308)  0.49
Br (-2.851, -3.043, -1.900)  0.49
Br (-3.158, -1.068, -4.295)  0.50
H (-1.071, -1.285, -2.701)  -0.10
C (-1.179, -0.759, 4.155)  -1.55
Cl (-0.931, 0.912, 4.584)  0.52
Cl (-2.752, -0.853, 3.296)  0.49
Cl (-1.171, -1.635, 5.680)  0.53
H (-0.432, -1.126, 3.451)  -0.04
C (-1.204, 2.234, -1.950)  -1.46
Cl (-0.801, 1.418, -3.484)  0.52
Cl (-2.060, 1.132, -0.794)  0.51
Cl (-2.184, 3.694, -2.189)  0.54
H (-0.262, 2.505, -1.473)  -0.03
C (0.564, -1.465, 0.103)  -1.49
Cl (1.594, -1.589, -1.304)  0.57
Cl (1.310, -0.278, 1.287)  0.50
Cl (0.470, -2.892, 1.084)  0.57
H (-0.451, -1.131, -0.114)  -0.03

Cartesian forces, eV/Å:
0.31 1.62 -1.13
0.60 -0.39 1.51
-0.87 -1.50 -0.66
-0.43 0.28 0.34
0.47 0.13 -0.13
-1.02 -1.50 -0.76
-0.97 1.08 0.86
1.18 0.67 -0.44
1.22 -0.31 0.44
-0.47 0.02 -0.09
-0.75 0.23 -0.05
0.51 0.73 -0.32
0.31 -0.38 0.16
-0.04 -0.67 -0.28
0.03 0.08 0.40
-0.13 -0.17 0.32
-0.17 0.38 0.57
0.40 0.27 -0.63
0.36 -0.45 -0.08
-0.25 0.01 -0.10
0.59 0.85 1.24
-0.41 -0.09 0.00
-0.53 0.23 -0.66
-0.29 -1.20 -0.26
0.34 0.09 -0.26

No. 4
Formula: C4H9N
Source: OMol25
Level of theory: ωB97M-V/def2-TZVPD

Results
HOMO ... -7.6 eV
Orbital gap ... 7.761 eV
Net charge ... 0
Relative energy (zero: lowest compared OMol25 entry of this formula, charge and spin) ... 452.47 kJ/mol
F_max ... 4.67 eV Å⁻¹
Molar mass ... 71.12 g/mol

Each line ends with the Löwdin charge.
Cartesian coordinates (Å):
C (-0.978, 1.282, -1.388)  -0.12
N (-0.796, 1.247, 0.056)  -0.15
C (-0.481, -0.053, 0.555)  -0.26
C (1.335, -1.668, 0.930)  -0.03
C (0.775, -0.377, 0.931)  -0.31
H (-0.228, 0.556, -1.729)  0.07
H (-1.989, 1.021, -1.716)  0.07
H (-0.679, 2.278, -1.719)  0.07
H (-1.418, 1.750, 0.668)  0.10
H (1.367, -1.126, -0.695)  0.23
H (-1.263, -0.812, 0.613)  0.10
H (2.278, -1.994, 1.382)  0.06
H (0.711, -2.542, 0.760)  0.05
H (1.365, 0.440, 1.354)  0.11

Cartesian forces, eV/Å:
0.51 0.21 0.93
0.50 -0.33 1.32
0.04 0.00 0.96
0.77 -1.63 -4.30
-2.18 2.93 1.49
-0.41 0.20 -0.54
0.10 -0.07 -0.22
-0.24 -0.10 -0.40
-0.41 0.20 -0.55
1.44 -2.29 3.16
0.02 -0.21 -0.66
-0.14 0.83 -0.30
-0.40 0.24 0.13
0.40 0.02 -1.04

No. 5
Formula: C6H18Br2MnO3
Source: OMol25
Level of theory: ωB97M-V/def2-TZVPD

Results
HOMO (alpha / beta) ... -8.5 / -8.0 eV
Orbital gap (alpha / beta) ... 3.325 / 3.061 eV
Net charge ... 0
Relative energy (zero: lowest compared OMol25 entry of this formula, charge and spin) ... 966.72 kJ/mol
Multiplicity ... 6
F_max ... 1.52 eV Å⁻¹
Molar mass ... 352.95 g/mol

Each line ends with the Löwdin charge.
Cartesian coordinates (Å):
Mn (-1.384, -1.285, 2.414)  0.97
Br (-3.662, -5.063, 3.413)  -0.48
Br (1.423, -1.755, 5.858)  -0.48
C (0.410, 5.100, 1.117)  -0.08
C (1.034, 3.799, 1.651)  -0.33
O (0.533, 2.662, 0.990)  -0.10
H (0.780, 6.033, 1.543)  0.07
H (-0.645, 5.138, 1.387)  0.07
H (0.483, 5.271, 0.042)  0.07
H (0.887, 3.667, 2.723)  0.11
H (2.123, 3.807, 1.610)  0.11
H (0.932, 2.651, 0.116)  0.08
C (-3.808, 1.492, -2.999)  -0.09
C (-3.547, 0.000, -2.799)  -0.31
O (-3.698, -0.309, -1.414)  -0.11
H (-4.785, 1.782, -2.612)  0.07
H (-3.808, 1.750, -4.058)  0.07
H (-3.025, 2.123, -2.576)  0.07
H (-2.516, -0.165, -3.112)  0.11
H (-4.207, -0.642, -3.382)  0.11
H (-4.610, -0.579, -1.279)  0.08
C (4.107, -4.473, 0.447)  -0.09
C (3.266, -3.274, -0.085)  -0.30
O (1.882, -3.537, 0.131)  -0.11
H (4.042, -5.353, -0.192)  0.07
H (3.910, -4.771, 1.477)  0.08
H (5.167, -4.221, 0.491)  0.07
H (3.405, -3.044, -1.141)  0.10
H (3.603, -2.391, 0.459)  0.10
H (1.708, -4.413, -0.220)  0.08

Cartesian forces, eV/Å:
0.24 -0.87 0.80
0.42 0.77 -0.25
-0.57 0.15 -0.74
-0.43 0.27 0.53
0.61 1.01 0.19
-0.27 -0.48 -0.10
0.56 -0.24 0.36
-0.17 -0.29 -0.21
0.13 -0.53 -0.12
-0.64 0.07 -0.04
0.23 0.19 -0.46
-0.07 -0.08 -0.11
-0.27 -0.04 -0.71
0.03 1.05 0.22
0.36 -0.39 0.13
0.06 0.04 0.16
-0.07 -0.14 -0.21
-0.08 -0.22 0.40
0.01 -0.48 0.24
0.01 0.14 -0.20
-0.02 0.01 0.08
0.52 0.51 -0.55
0.53 -1.19 0.77
-0.12 0.61 0.22
-0.22 -0.04 -0.04
-0.66 0.25 -0.07
0.13 0.20 -0.33
0.40 -0.31 -0.14
-0.61 0.11 0.20
-0.07 -0.08 0.00

No. 6
Formula: C7H14N3O
Source: OMol25
Level of theory: ωB97M-V/def2-TZVPD

Results
HOMO ... -12.7 eV
Orbital gap ... 7.974 eV
Net charge ... +1
Relative energy (zero: lowest compared OMol25 entry of this formula, charge and spin) ... 273.15 kJ/mol
F_max ... 6.09 eV Å⁻¹
Structure (SMILES) ... C=[N+](C)/C=C\N(CC)C(N)=O
Molar mass ... 156.21 g/mol

Each line ends with the Löwdin charge.
Cartesian coordinates (Å):
C (-1.034, 0.002, 1.587)  0.05
C (-0.830, -0.737, 0.394)  -0.03
C (-0.012, 0.895, -1.264)  -0.57
C (1.179, 0.991, 1.412)  0.22
C (-0.183, -2.633, -1.547)  -0.06
C (-0.530, 2.213, 2.508)  -0.03
C (0.739, -1.525, -1.066)  -0.23
N (-0.078, 1.094, 1.829)  -0.16
N (0.544, 0.905, -2.430)  0.21
N (0.093, -0.351, -0.552)  -0.09
O (-0.607, 1.753, -0.663)  0.09
H (-2.024, -0.019, 2.121)  0.15
H (-1.267, -1.670, 0.287)  0.08
H (1.859, 1.756, 1.732)  0.13
H (1.533, 0.121, 0.958)  0.10
H (0.322, -3.529, -1.997)  0.10
H (-0.829, -2.954, -0.642)  0.09
H (-0.889, -2.313, -2.359)  0.10
H (-1.007, 1.877, 3.401)  0.11
H (0.205, 2.980, 2.588)  0.11
H (-1.426, 2.649, 1.944)  0.15
H (1.397, -1.202, -1.840)  0.10
H (1.341, -1.972, -0.327)  0.11
H (0.977, 0.077, -2.862)  0.12
H (0.527, 1.593, -3.213)  0.17

Cartesian forces, eV/Å:
0.19 -0.98 -3.25
0.17 4.47 4.14
-1.75 -0.98 3.16
-3.06 1.26 2.90
-1.82 -0.97 -0.14
-3.13 2.12 -0.58
-0.10 -0.70 -1.70
2.95 -2.91 -2.29
2.40 -0.33 -5.23
-0.48 -1.43 -0.70
-0.21 1.42 -0.60
1.63 0.02 -0.11
-1.24 -1.14 -0.16
0.08 0.47 -0.18
0.31 -1.01 -0.57
-0.11 0.89 0.86
1.13 -0.18 -1.93
0.50 0.04 0.81
0.17 0.04 1.18
0.53 0.33 0.45
1.30 -0.48 0.32
0.70 -0.21 -0.49
1.03 -0.28 1.18
-0.61 0.50 0.96
-0.60 0.06 1.96